Formula: C3H2Br2O
Source: the Open Molecules 2025 dataset
Level of theory: wB97M-V/def2-TZVPD

The geometry in XYZ format:
```
8
Properties=species:S:1:pos:R:3:lowdin_charge:R:1
C -0.017 1.942 -0.180 0.160
C 0.617 0.935 0.014 -0.129
C 1.123 -0.427 0.033 -0.835
O 0.473 -1.410 -0.042 -0.033
Br 3.093 -0.608 0.016 0.665
H -0.382 2.913 -0.050 0.038
Br -2.455 -0.970 0.206 0.395
H -2.452 -2.374 0.003 -0.261
```

Properties
LUMO energy in eV: -0.51
Structure (SMILES): C#CC(=O)Br.Br
Strongest force on any atom in eV/A: 1.7
Energy relative to the best compared isomer or geometry (same formula, charge and spin) in eV: 1.551
HOMO-LUMO gap in eV: 9.79
E in eV: -145273.2456
HOMO in eV: -10.30